Run one
Here is a 3-piece molecular cluster, C7H14N2 overall from OMol25. Energies are from ωB97M-V/def2-TZVPD.

Last columns: bonded neighbours and bond lengths (Å).
Atoms and positions in Å:
1 C -1.9830 0.5593 0.5419  C3 1.507, H10 1.094, H11 1.089, H12 1.092
2 C 0.2208 -0.4278 1.3102  C3 1.490, N4 1.390, N6 1.279
3 C -0.7304 -0.1988 0.1868  C1 1.507, C2 1.490, C5 1.476
4 N 0.5376 0.6840 2.0823  C2 1.390, H7 1.009, H8 1.007
5 C -0.9099 -1.3393 -0.7324  C3 1.476, H13 1.089, H14 1.089, H22 1.119
6 N 0.6576 -1.6090 1.5324  C2 1.279, H9 1.020
7 H 1.3064 0.5802 2.7268  N4 1.009
8 H 0.3827 1.6013 1.6975  N4 1.007
9 H 1.3473 -1.6358 2.2831  N6 1.020
10 H -2.6459 -0.0852 1.1275  C1 1.094
11 H -1.7954 1.4513 1.1381  C1 1.089
12 H -2.5219 0.8560 -0.3599  C1 1.092
13 H -0.8857 -2.2945 -0.2105  C5 1.089
14 H -1.8159 -1.2531 -1.3307  C5 1.089
15 C 0.1439 1.3086 -1.0539  H19 1.086, H20 1.085, H21 1.088
16 C 2.0061 0.1003 -1.0948  C17 1.226, H18 1.069
17 C 1.9581 -0.8925 -1.8118  C16 1.226, H23 1.061
18 H 2.5250 0.7158 -0.3916  C16 1.069
19 H 0.8649 1.7917 -1.7068  C15 1.086
20 H -0.6641 1.1274 -1.7557  C15 1.085
21 H -0.1088 2.0729 -0.3217  C15 1.088
22 H -0.0337 -1.3770 -1.4281  C5 1.119
23 H 2.1443 -1.7358 -2.4287  C17 1.061

Values from the calculation:
Highest occupied orbital energy = -8.0 eV

=====

Run two
Here is a single C7H14N2 molecule from OMol25. Energies are from ωB97M-V/def2-TZVPD.

Last columns: bonded neighbours and bond lengths (Å).
Atoms and positions in Å:
1 C 0.5602 -1.4277 -1.1061  C2 1.403, C7 1.497, H10 1.115
2 C 1.1693 -1.1721 0.1319  C1 1.403, C9 1.454, H11 1.139
3 N -0.2538 0.7448 -1.0680  N4 1.461, C5 1.474, C7 1.446
4 N -0.3794 0.7673 0.3878  N3 1.461, C6 1.439, C9 1.533
5 C 0.6151 1.7741 -1.6672  N3 1.474, H12 1.055, H13 1.087, H14 1.081
6 C -1.7512 0.6848 0.8148  N4 1.439, H15 1.104, H16 1.091, H17 1.129
7 C -0.5133 -0.5462 -1.6655  C1 1.497, N3 1.446, H18 1.176, H19 1.155
8 C 0.3046 -0.8408 2.3163  C9 1.547, H20 1.075, H21 1.105, H22 1.055
9 C 0.7094 -0.1115 1.0133  C2 1.454, N4 1.533, C8 1.547, H23 1.086
10 H 0.9487 -2.2085 -1.8015  C1 1.115
11 H 2.0959 -1.7550 0.4463  C2 1.139
12 H 0.4000 1.8436 -2.6979  C5 1.055
13 H 1.6497 1.4870 -1.4976  C5 1.087
14 H 0.3950 2.7643 -1.2941  C5 1.081
15 H -2.1359 -0.3487 0.7645  C6 1.104
16 H -2.3468 1.2929 0.1320  C6 1.091
17 H -1.6647 1.1092 1.8577  C6 1.129
18 H -1.5958 -0.8621 -1.3335  C7 1.176
19 H -0.4845 -0.5863 -2.8197  C7 1.155
20 H 1.0643 -1.5776 2.5035  C8 1.075
21 H 0.2382 -0.1932 3.2098  C8 1.105
22 H -0.6186 -1.3449 2.2396  C8 1.055
23 H 1.5936 0.5068 1.1336  C9 1.086

Values from the calculation:
SMILES = C[C@H]1C=CCN(C)N1C
Highest occupied orbital energy = -7.8 eV

=====

Run three
Here is a single C7H14N2 molecule from OMol25. Energies are from ωB97M-V/def2-TZVPD.

Last columns: bonded neighbours and bond lengths (Å).
Atoms and positions in Å:
1 C -0.3176 -2.1588 0.0922  C5 1.503, H13 1.085, H14 1.090, H15 1.091
2 C -0.5040 1.6772 -0.6491  C6 1.509, H16 1.092, H17 1.088, H18 1.088
3 C 2.0167 1.0636 1.0190  C7 1.502, H19 1.087, H20 1.089, H21 1.090
4 N -2.1979 -0.6616 -0.3501  C5 1.411, N8 1.422, H10 1.015
5 C -0.8000 -0.7632 -0.1901  C1 1.503, N4 1.411, C6 1.341
6 C 0.0080 0.3018 -0.3000  C2 1.509, C5 1.341, C7 1.480
7 C 1.4719 0.2222 -0.0999  C3 1.502, C6 1.480, C9 1.326
8 N -2.9411 0.2217 0.4800  N4 1.422, H11 1.021, H12 1.016
9 C 2.2563 -0.5123 -0.8762  C7 1.326, H22 1.076, H23 1.078
10 H -2.6389 -1.5750 -0.3035  N4 1.015
11 H -2.5043 0.3219 1.3972  N8 1.021
12 H -2.9783 1.1411 0.0495  N8 1.016
13 H 0.7431 -2.1694 0.3211  C1 1.085
14 H -0.4924 -2.7952 -0.7755  C1 1.090
15 H -0.8664 -2.5817 0.9353  C1 1.091
16 H -0.8199 2.2370 0.2335  C2 1.092
17 H 0.2824 2.2450 -1.1427  C2 1.088
18 H -1.3444 1.5955 -1.3358  C2 1.088
19 H 3.0931 0.9401 1.1077  C3 1.087
20 H 1.7994 2.1170 0.8490  C3 1.089
21 H 1.5503 0.7766 1.9615  C3 1.090
22 H 1.8604 -1.0943 -1.6905  C9 1.076
23 H 3.3239 -0.5492 -0.7327  C9 1.078

Values from the calculation:
SMILES = C=C(C)/C(C)=C(\C)NN
Highest occupied orbital energy = -8.0 eV

=====

Run four
Here is a single C7H14N2 molecule from OMol25. Energies are from ωB97M-V/def2-TZVPD.

Last columns: bonded neighbours and bond lengths (Å).
Atoms and positions in Å:
1 C -2.3681 0.9289 0.9824  C5 1.487, H12 1.094, H13 1.091, H14 1.090
2 C 1.0453 1.6147 0.0582  C6 1.520, H15 1.092, H16 1.087, H17 1.096
3 C 0.8834 -0.5722 -2.1482  C7 1.512, H18 1.093, H19 1.092, H20 1.088
4 C 0.3172 -2.1156 -0.2395  C7 1.517, H21 1.092, H22 1.088, H23 1.094
5 C -1.2047 0.3927 0.2265  C1 1.487, C6 1.475, N9 1.301
6 C 0.2285 0.4406 0.5717  C2 1.520, C5 1.475, C7 1.866, N8 1.412
7 C 0.1098 -0.7480 -0.8613  C3 1.512, C4 1.517, C6 1.866, N9 1.430
8 N 0.6127 0.0151 1.8621  C6 1.412, H10 1.012, H11 1.010
9 N -1.2376 -0.2704 -0.8922  C5 1.301, C7 1.430
10 H 1.5417 0.2691 2.1722  N8 1.012
11 H -0.0558 0.1268 2.6105  N8 1.010
12 H -2.6290 0.2666 1.8126  C1 1.094
13 H -2.1504 1.9164 1.3924  C1 1.091
14 H -3.2304 0.9916 0.3192  C1 1.090
15 H 2.0960 1.3407 -0.0610  C2 1.092
16 H 0.6738 1.9590 -0.9031  C2 1.087
17 H 1.0070 2.4336 0.7857  C2 1.096
18 H 0.7325 -1.4315 -2.8062  C3 1.093
19 H 1.9533 -0.4977 -1.9409  C3 1.092
20 H 0.5654 0.3246 -2.6765  C3 1.088
21 H 1.3691 -2.2750 0.0043  C4 1.092
22 H -0.2615 -2.2205 0.6759  C4 1.088
23 H 0.0017 -2.8894 -0.9450  C4 1.094

Values from the calculation:
SMILES = CC1=NC(C)(C)[C@]1(C)N
Highest occupied orbital energy = -7.9 eV

=====

Of them, the most stable is run four and the least stable is run one.